# 1
Entry from OMol25: 3 unconnected molecules or ions with the total composition C12H17N3 (wB97M-V/def2-TZVPD).

Results
SMILES: c1cc[nH]c1.c1cc[nH]c1.CCCC#N
Frontier orbital gap, eV: 8.601
E_LUMO, eV: 0.7

Element x y z (Å)
C -2.607 0.079 -3.399
C -3.310 -0.289 -2.224
C -2.366 -0.566 -1.256
N -1.145 -0.331 -1.809
C -1.265 0.032 -3.123
H -3.067 0.276 -4.355
H -4.378 -0.345 -2.103
H -2.434 -0.969 -0.261
H -0.267 -0.522 -1.354
H -0.374 0.159 -3.711
C -2.096 -0.535 3.352
C -2.215 0.640 4.109
C -1.691 0.363 5.355
N -1.257 -0.938 5.350
C -1.537 -1.512 4.141
H -2.534 -0.738 2.387
H -2.585 1.622 3.868
H -1.568 0.973 6.234
H -0.894 -1.375 6.176
H -1.437 -2.562 3.932
C 2.877 1.871 -1.592
C 3.531 0.821 -2.472
C 3.852 -0.475 -1.728
C 2.641 -1.121 -1.226
N 1.669 -1.599 -0.851
H 3.529 2.172 -0.762
H 1.916 1.584 -1.169
H 2.751 2.820 -2.120
H 4.457 1.235 -2.874
H 2.885 0.624 -3.331
H 4.456 -0.261 -0.840
H 4.463 -1.133 -2.344

# 2
Entry from OMol25: a molecular structure, C12H17N4OPdS2 (wB97M-V/def2-TZVPD).

Results
Total charge: +1
Spin multiplicity: 3
Frontier orbital gap (alpha / beta), eV: 7.725 / 6.484
E_LUMO (alpha / beta), eV: -3.7 / -5.1

Element x y z (Å)
Pd 0.212 -0.337 0.112
C -2.365 -1.406 3.476
C -1.425 -1.336 2.321
N -1.022 -0.236 1.795
N -1.416 0.970 2.263
C -1.183 1.953 1.424
N -1.570 3.180 1.786
S -0.427 1.833 -0.170
C -0.923 -2.583 1.676
C -1.218 -3.835 2.193
C -0.763 -4.970 1.536
C -0.028 -4.825 0.373
C 0.235 -3.544 -0.085
N -0.193 -2.454 0.544
H -2.687 -0.409 3.756
H -1.876 -1.872 4.334
H -3.235 -2.010 3.219
H -2.071 3.303 2.651
H -1.428 3.966 1.178
H -1.803 -3.925 3.097
H -0.987 -5.952 1.928
H 0.339 -5.677 -0.179
H 0.808 -3.380 -0.990
O 3.282 -0.614 -0.544
S 2.533 -0.544 0.714
C 3.062 -1.865 1.828
C 4.250 -1.278 2.584
C 3.817 0.128 2.989
C 3.208 0.787 1.751
H 3.283 -2.726 1.200
H 2.227 -2.100 2.493
H 5.119 -1.242 1.925
H 4.506 -1.894 3.445
H 4.646 0.725 3.367
H 3.068 0.069 3.781
H 3.953 1.245 1.099
H 2.423 1.512 1.959

# 3
Entry from OMol25: a molecular structure, C12H17NOY (wB97M-V/def2-TZVPD).

Results
Total charge: +3
Frontier orbital gap, eV: 8.161
E_LUMO, eV: -12.8

Element x y z (Å)
Y -0.003 -0.998 -1.410
C 1.603 2.511 -2.096
C 0.776 1.913 -3.054
C 0.955 0.577 -3.397
C 1.973 -0.198 -2.739
C 2.759 0.420 -1.742
C 2.577 1.769 -1.439
H 1.520 3.574 -1.905
H 0.048 2.515 -3.586
H 0.493 0.191 -4.305
H 2.385 -1.065 -3.262
H 3.587 -0.123 -1.300
H 3.239 2.261 -0.736
O -0.222 0.589 -0.123
C -0.725 0.670 1.066
C 0.190 0.533 2.227
C -0.088 -0.944 2.692
C -0.743 -1.950 1.708
C -2.259 -1.851 1.446
C -2.699 -0.623 0.638
N -2.020 0.531 1.244
H 0.006 1.233 3.041
H 1.215 0.660 1.887
H -0.743 -0.911 3.564
H 0.858 -1.356 3.038
H -0.544 -2.948 2.098
H -0.188 -1.975 0.702
H -2.755 -1.820 2.420
H -2.624 -2.761 0.963
H -3.777 -0.481 0.629
H -2.405 -0.735 -0.428
H -2.387 0.793 2.155

# 4
Entry from OMol25: a molecular structure, C12H18AuO (wB97M-V/def2-TZVPD).

Results
Total charge: +1
Frontier orbital gap, eV: 7.734
E_LUMO, eV: -4.7

Element x y z (Å)
Au 0.657 0.274 0.795
C -0.483 -2.965 -1.840
C -0.202 -1.492 -1.776
C 1.104 -1.033 -1.624
C 1.396 0.340 -1.513
C 2.818 0.842 -1.612
C 0.305 1.244 -1.519
C -1.011 0.800 -1.713
C -2.139 1.790 -1.759
C -1.241 -0.563 -1.839
H -0.633 -3.351 -0.829
H 0.349 -3.510 -2.282
H -1.385 -3.176 -2.413
H 1.923 -1.743 -1.643
H 3.258 1.054 -0.636
H 2.858 1.762 -2.194
H 3.448 0.104 -2.104
H 0.512 2.308 -1.535
H -2.440 2.058 -0.744
H -3.007 1.375 -2.267
H -1.841 2.705 -2.270
H -2.255 -0.916 -1.990
C -0.152 1.864 3.890
O -0.855 0.834 3.153
C -0.193 -0.135 2.599
C -0.189 -1.453 3.239
H -0.916 2.483 4.344
H 0.453 2.458 3.201
H 0.485 1.422 4.653
H -0.093 -1.348 4.326
H 0.614 -2.074 2.855
H -1.144 -1.959 3.047

# 5
Entry from OMol25: 2 unconnected molecules or ions with the total composition C12H18BF2IN4O4 (wB97M-V/def2-TZVPD).

Results
Frontier orbital gap, eV: 6.820
E_LUMO, eV: -2.3

Element x y z (Å)
C 1.350 2.637 3.820
C 0.991 2.453 2.454
C 0.791 2.444 0.828
C -0.687 2.886 0.202
N -0.452 2.433 -1.223
C 0.819 1.633 -1.401
N 1.455 1.360 -2.613
C 0.952 1.787 -3.974
C 1.978 1.134 -5.120
N 3.305 1.867 -5.202
N 1.215 1.246 0.008
C 0.839 -0.132 0.503
C -0.386 -0.856 -0.311
C -0.617 -2.340 0.425
I 0.294 -4.010 -0.668
H 1.678 2.921 4.932
H 1.511 3.294 0.407
H -0.793 4.065 0.289
H -1.593 2.326 0.705
H -1.281 2.183 -1.805
H 2.364 0.810 -2.597
H -0.140 1.431 -4.223
H 0.998 2.953 -4.158
H 1.454 1.094 -6.178
H 2.186 0.012 -4.809
H 3.460 2.479 -4.346
H 3.362 2.478 -6.053
H 1.785 -0.849 0.382
H 0.561 -0.182 1.650
H -0.141 -1.081 -1.440
H -1.417 -0.267 -0.239
H -1.745 -2.546 0.687
H -0.054 -2.278 1.475
B -3.072 -4.686 4.709
O -3.864 -3.695 3.973
C -3.015 -2.755 3.536
O -3.350 -1.780 2.884
C -1.677 -3.078 3.951
O -0.673 -2.425 3.715
O -1.682 -4.221 4.651
F -3.190 -5.991 4.077
F -3.519 -4.757 6.092

# 6
Entry from OMol25: 3 unconnected molecules or ions with the total composition C12H18BIO11 (wB97M-V/def2-TZVPD).

Results
SMILES: CCOB(O)C1=C(I)C(=O)OC1=O.COC(=O)OC.COC(=O)OC
Frontier orbital gap, eV: 9.493
E_LUMO, eV: -0.7

Element x y z (Å)
C 2.119 -3.773 -0.281
C 1.539 -2.436 -0.778
O 0.394 -2.061 0.002
B -0.690 -1.706 -0.779
O -0.673 -0.487 -1.393
C -1.887 -2.757 -0.833
C -2.053 -3.833 -1.599
I -0.719 -4.521 -3.107
C -3.357 -4.514 -1.209
O -4.010 -5.295 -1.749
O -3.680 -4.024 0.057
C -3.142 -2.764 0.073
O -3.539 -1.829 0.631
H 2.943 -4.123 -0.921
H 1.366 -4.568 -0.184
H 2.545 -3.621 0.726
H 2.317 -1.673 -0.606
H 1.342 -2.535 -1.857
H -1.128 -0.487 -2.248
C 3.380 1.180 5.132
O 1.958 1.081 5.070
C 1.485 0.721 3.874
O 2.144 0.486 2.895
O 0.153 0.668 3.955
C -0.493 0.292 2.739
H 3.640 1.477 6.145
H 3.842 0.216 4.919
H 3.744 1.938 4.440
H -0.186 -0.707 2.431
H -0.284 1.016 1.952
H -1.565 0.284 2.927
C 0.068 5.712 -3.975
O -0.357 5.333 -2.666
C -0.626 4.032 -2.532
O -0.538 3.199 -3.398
O -1.009 3.815 -1.273
C -1.329 2.452 -0.989
H 0.254 6.783 -3.956
H 0.992 5.200 -4.243
H -0.711 5.504 -4.708
H -0.462 1.815 -1.137
H -2.163 2.117 -1.605
H -1.626 2.397 0.056

# 7
Entry from OMol25: a molecular structure, C12H18CaO11 (wB97M-V/def2-TZVPD).

Results
Total charge: -3
Spin multiplicity: 2
Frontier orbital gap (alpha / beta), eV: 3.006 / 6.197
E_LUMO (alpha / beta), eV: 7.0 / 7.0

Element x y z (Å)
Ca -0.645 -1.129 -0.173
C -1.745 -1.234 -4.458
C -1.971 -1.598 -2.974
O -3.091 -1.625 -2.431
O -1.129 -2.217 -2.370
H -1.489 -2.101 -5.067
H -0.931 -0.521 -4.588
H -2.708 -0.932 -4.870
C -0.603 3.186 -1.547
C -1.662 2.104 -1.642
O -2.749 2.380 -2.175
O -1.442 0.978 -1.193
H -0.287 3.435 -2.560
H 0.257 2.828 -0.981
H -0.900 4.065 -0.974
C -4.210 -1.954 2.173
C -3.111 -1.439 1.360
O -1.942 -1.862 1.613
O -3.280 -0.638 0.381
H -4.533 -2.941 1.842
H -4.985 -1.195 2.278
H -3.809 -1.994 3.186
C 2.520 -4.416 -0.167
C 1.172 -3.779 0.084
O 1.159 -2.559 0.271
O 0.110 -4.339 -0.287
H 3.193 -4.414 0.690
H 2.958 -3.899 -1.021
H 2.430 -5.366 -0.692
C 3.462 3.223 3.234
C 2.317 2.906 2.217
C 2.755 2.731 0.822
O 1.808 1.691 0.419
C 1.378 1.100 1.478
O 0.517 0.177 1.551
O 1.943 1.555 2.577
H 4.192 2.457 3.495
H 3.085 3.568 4.197
H 4.044 4.035 2.800
H 1.477 3.590 2.335
H 3.816 2.505 0.932
H 2.631 3.638 0.230

# 8
Entry from OMol25: a molecular structure, C12H18F6O12S2 (wB97M-V/def2-TZVPD).

Results
Frontier orbital gap, eV: 11.121
E_LUMO, eV: 0.0

Element x y z (Å)
C -2.871 2.774 -2.426
C -3.529 1.365 -2.393
O -3.084 0.689 -1.153
C -3.884 0.563 -0.093
O -4.976 1.070 0.067
C -3.210 -0.230 1.017
F -3.871 -1.361 1.213
F -1.923 -0.641 0.706
F -3.174 0.484 2.118
H -3.294 3.395 -1.637
H -3.221 3.321 -3.302
H -1.801 2.718 -2.227
H -3.049 0.863 -3.233
H -4.597 1.377 -2.607
C 0.320 -3.363 -1.652
C -1.134 -2.897 -1.312
O -2.066 -3.413 -2.238
C -3.310 -2.983 -2.253
O -3.769 -2.115 -1.457
C -4.192 -3.580 -3.350
F -3.663 -4.595 -4.078
F -5.290 -4.014 -2.692
F -4.517 -2.634 -4.229
H 0.766 -3.099 -2.611
H 0.438 -4.446 -1.672
H 1.005 -3.063 -0.859
H -1.061 -1.821 -1.465
H -1.397 -3.050 -0.265
C 2.945 -0.210 -0.328
C 1.543 0.444 -0.077
O 1.382 0.497 1.270
S 1.883 -0.912 1.900
O 1.005 -1.992 1.524
O 2.353 -0.739 3.315
O 3.184 -0.920 0.865
H 3.665 0.542 -0.652
H 2.882 -0.877 -1.188
H 0.720 -0.179 -0.428
H 1.466 1.431 -0.534
C 3.564 2.521 3.820
C 4.504 2.167 2.599
O 5.281 3.323 2.460
S 5.789 3.843 3.958
O 5.845 5.294 4.076
O 6.929 3.058 4.445
O 4.364 3.345 4.657
H 3.280 1.710 4.490
H 2.725 3.056 3.376
H 3.945 1.991 1.680
H 5.101 1.292 2.855

# 9
Entry from OMol25: 4 unconnected molecules or ions with the total composition C12H18FO9 (wB97M-V/def2-TZVPD).

Results
Total charge: -1
Frontier orbital gap, eV: 8.538
E_LUMO, eV: 2.7

Element x y z (Å)
F 0.240 0.672 -1.698
C 2.289 -2.709 0.130
C 0.754 -2.952 -0.063
C 0.110 -2.295 -1.215
O -0.491 -3.368 -1.859
C -0.484 -4.405 -1.012
O -0.986 -5.531 -1.333
O 0.315 -4.247 0.044
H 3.011 -3.301 -0.430
H 2.466 -3.059 1.084
H 2.495 -1.692 -0.216
H 0.381 -2.437 0.834
H 0.800 -1.718 -1.967
H -0.563 -1.597 -1.061
C -3.078 1.323 -2.105
C -3.572 0.755 -0.748
C -2.454 0.433 0.204
O -2.829 1.327 1.339
C -3.938 2.031 1.168
O -4.437 2.694 2.028
O -4.402 1.691 -0.154
H -3.837 1.603 -2.724
H -2.522 0.584 -2.513
H -2.313 2.201 -2.130
H -3.830 -0.168 -0.930
H -1.600 0.542 -0.032
H -2.542 -0.614 0.547
C 0.790 2.065 1.587
C 2.118 1.347 1.057
C 2.898 2.220 0.033
O 4.201 2.300 0.692
C 4.096 1.717 1.984
O 4.931 1.726 2.823
O 2.927 1.185 2.212
H 0.282 1.168 2.114
H 0.207 2.514 0.804
H 1.162 2.872 2.259
H 2.005 0.477 0.461
H 2.489 3.133 -0.190
H 2.911 1.512 -1.026

# 10
Entry from OMol25: C12H18N2 in the gas phase (wB97M-V/def2-TZVPD).

Results
SMILES: Nc1ccc(N2CCCCCC2)cc1
Frontier orbital gap, eV: 8.213
E_LUMO, eV: 1.0

Element x y z (Å)
N 1.421 0.103 4.640
C 1.003 0.287 3.317
C 1.963 0.181 2.268
C 1.562 0.451 0.912
C 0.228 0.646 0.578
N -0.091 1.225 -0.704
C 0.812 0.821 -1.794
C 1.034 -0.696 -2.090
C -0.161 -1.582 -1.880
C -1.562 -1.142 -2.366
C -2.239 -0.176 -1.366
C -1.509 1.180 -1.096
C -0.702 0.504 1.561
C -0.373 0.243 2.892
H 0.765 -0.429 5.114
H 2.378 -0.344 4.709
H 3.039 0.261 2.586
H 2.333 0.465 0.188
H 0.616 1.456 -2.655
H 1.824 1.165 -1.471
H 1.820 -1.112 -1.430
H 1.357 -0.669 -3.136
H 0.006 -2.448 -2.455
H -0.136 -1.851 -0.777
H -1.381 -0.778 -3.468
H -2.029 -2.150 -2.304
H -3.297 0.109 -1.670
H -2.377 -0.666 -0.415
H -1.304 1.800 -2.028
H -2.160 1.775 -0.390
H -1.682 0.966 1.190
H -1.159 0.405 3.541

# 11
Entry from OMol25: a gas-phase ion, C12H18N5O3S (charge -1) (wB97M-V/def2-TZVPD).

Results
Total charge: -1
SMILES: CNC(=O)[C@@H](Cc1c[nH]cn1)NC(=O)[C@H](C[S-])NC(C)=O
Frontier orbital gap, eV: 7.155
E_LUMO, eV: 2.8

Element x y z (Å)
C 2.134 2.861 -1.964
N 1.050 1.977 -1.512
C 0.036 1.511 -2.303
O -0.019 1.816 -3.485
C -1.045 0.615 -1.707
C -1.043 -0.802 -2.324
C 0.204 -1.609 -1.985
C 0.428 -2.286 -0.809
N 1.711 -2.761 -0.886
C 2.263 -2.343 -2.072
N 1.388 -1.579 -2.719
N -0.929 0.523 -0.234
C -1.921 0.876 0.592
O -3.047 1.125 0.182
C -1.576 0.987 2.055
C -0.620 2.151 2.284
S 1.082 1.767 1.786
N -0.844 -0.192 2.512
C -1.283 -1.416 2.720
C -0.236 -2.412 3.187
O -2.445 -1.812 2.618
H 1.781 3.797 -2.356
H 2.747 3.034 -1.081
H 2.705 2.312 -2.726
H 1.090 1.726 -0.545
H -2.013 1.084 -1.951
H -1.161 -0.734 -3.397
H -1.881 -1.295 -1.878
H -0.249 -2.371 0.022
H 2.228 -3.229 -0.159
H 3.316 -2.455 -2.369
H 0.002 0.557 0.174
H -2.474 1.184 2.689
H -0.693 2.339 3.365
H -0.953 3.054 1.738
H 0.153 -0.012 2.636
H -0.538 -3.448 3.118
H 0.651 -2.361 2.581
H 0.002 -2.180 4.205

# 12
Entry from OMol25: C12H18N6O2 in the gas phase (wB97M-V/def2-TZVPD).

Results
SMILES: CC(C)=NNC(=O)c1ncn(C)c1C(=O)NN=C(C)C
Frontier orbital gap, eV: 8.089
E_LUMO, eV: 0.1

Element x y z (Å)
C 1.979 -4.710 -0.118
C 1.732 -3.508 0.784
C 0.956 -3.669 2.106
N 1.841 -2.417 0.182
N 1.549 -1.305 0.936
C 1.154 -0.066 0.523
O 1.322 0.270 -0.658
C 0.792 1.063 1.405
N 1.278 1.107 2.693
C 0.780 2.181 3.252
N -0.113 2.877 2.439
C -0.764 4.134 2.834
C -0.141 2.125 1.255
C -0.922 2.383 0.078
O -1.714 3.344 0.178
N -1.080 1.357 -0.931
N -1.790 1.511 -2.059
C -1.549 0.915 -3.245
C -0.409 -0.048 -3.636
C -2.756 1.133 -4.127
H 2.044 -4.382 -1.177
H 1.101 -5.331 -0.118
H 2.880 -5.276 0.235
H 0.398 -2.786 2.410
H 0.320 -4.505 1.984
H 1.622 -3.986 2.925
H 1.292 -1.498 1.910
H 1.035 2.595 4.261
H -0.352 4.996 2.332
H -1.886 4.064 2.520
H -0.695 4.330 3.954
H -0.366 0.613 -0.948
H -0.829 -0.959 -4.071
H 0.012 -0.475 -2.745
H 0.358 0.425 -4.319
H -3.571 0.610 -3.674
H -2.522 0.674 -5.092
H -2.985 2.215 -4.279

Record-wise max |F| values, in hartree/bohr: 0.0270 0.0085 0.0238 0.0396 0.1979 0.0630 0.1338 0.0971 0.2440 0.0635 0.0439 0.0961